C5H11NO2 | ωB97M-V with the def2-TZVPD basis set

Computed properties:
Energy above the lowest of the compared OMol25 structures with the same formula, charge and spin in kcal per mole: 26.3
Total energy in Eh: -402.33619
Frontier orbital gap in eV: 9.79
Structure (SMILES): O=CN1CCCC1.O

XYZ file:
```
19
C5H11NO2 (ωB97M-V with the def2-TZVPD basis set)
O -1.827 1.647 0.418
C -1.218 0.847 -0.237
N 0.040 0.387 0.071
C 0.648 0.770 1.322
C 1.150 -0.547 1.955
C 0.838 -1.666 0.999
C 0.499 -0.900 -0.343
H -1.584 0.530 -1.224
H 1.466 1.490 1.175
H 0.075 1.392 2.016
H 0.591 -0.675 2.888
H 2.181 -0.383 2.271
H -0.090 -2.147 1.329
H 1.573 -2.453 0.874
H -0.217 -1.400 -0.995
H 1.427 -0.993 -0.927
O -0.294 -0.318 -3.260
H 0.260 0.419 -2.988
H -0.291 -0.180 -4.232
```

Mulliken population analysis, charges in e, atoms 1 to 5:
1 O -0.5558
2 C 0.0655
3 N 0.1267
4 C -0.7273
5 C -0.3762


C5H11NO2 | ωB97M-V with the def2-TZVPD basis set

Computed properties:
2S+1: 2
Energy above the lowest of the compared OMol25 structures with the same formula, charge and spin in kcal per mole: 77.5
Charge: +1
Total energy in Eh: -401.93163
Frontier orbital gap (alpha / beta) in eV: 10.96 / 6.17

XYZ file:
```
19
C5H11NO2 (ωB97M-V with the def2-TZVPD basis set)
C 0.452 1.853 0.839
N 0.848 0.479 0.978
C 0.245 -0.447 -0.060
C -1.313 -0.805 -0.005
C -1.548 -1.820 0.942
O -1.161 -1.833 2.126
C 0.597 -0.012 -1.547
O 1.667 0.771 -1.856
H -0.081 1.781 -0.173
H 1.275 2.532 0.774
H -0.076 2.388 1.746
H 0.918 -0.057 1.877
H 0.785 -1.362 0.065
H -1.595 -1.253 -1.056
H -1.846 0.090 0.180
H -1.966 -2.649 0.503
H -0.174 0.610 -2.134
H 0.646 -1.043 -2.081
H 2.327 0.778 -1.118
```

Mulliken population analysis, charges in e, atoms 1 to 5:
1 C -0.6345
2 N 0.0337
3 C -0.3797
4 C -0.3497
5 C -0.0204


C5H11NO2 | ωB97M-V with the def2-TZVPD basis set

Computed properties:
2S+1: 2
Energy above the lowest of the compared OMol25 structures with the same formula, charge and spin in kcal per mole: 13.3
Charge: +1
Total energy in Eh: -402.03397
Frontier orbital gap (alpha / beta) in eV: 11.04 / 7.24

XYZ file:
```
19
C5H11NO2 (ωB97M-V with the def2-TZVPD basis set)
C -1.638 0.846 -0.389
C -0.383 0.236 0.113
C 0.311 -0.697 -0.700
N 1.520 -0.927 -0.119
C 1.655 -0.117 0.981
C 0.508 0.648 1.128
H -2.254 0.141 -0.938
H -2.160 1.333 0.438
H -1.364 1.676 -1.051
H 0.115 -1.122 -1.672
H 2.159 -1.564 -0.548
H 2.494 -0.097 1.657
H 0.080 1.182 1.962
H -2.273 -1.447 1.559
H -1.574 -2.486 0.825
O -2.461 -2.262 1.120
H 1.991 2.070 -1.938
H 0.816 2.323 -0.889
O 1.035 2.128 -1.829
```

Mulliken population analysis, charges in e, atoms 1 to 5:
1 C -1.2069
2 C 0.6422
3 C -0.3556
4 N 0.0418
5 C -0.5484


C5H11NO2P2 | ωB97M-V with the def2-TZVPD basis set

Computed properties:
Energy above the lowest of the compared OMol25 structures with the same formula, charge and spin in kcal per mole: 0.9
Total energy in Eh: -1084.97289
Frontier orbital gap in eV: 8.23

XYZ file:
```
21
C5H11NO2P2 (ωB97M-V with the def2-TZVPD basis set)
C -0.174 0.087 -0.234
C 0.417 -1.046 -0.614
C -0.461 -1.711 0.483
C -1.668 -2.483 0.019
C -0.919 0.218 2.212
N -0.900 -0.322 0.888
O 0.027 1.369 -0.552
O 2.230 0.385 -1.737
P 2.435 3.137 -0.542
P 1.349 1.521 -1.628
H 1.040 -1.373 -1.383
H 0.187 -2.269 1.225
H -1.358 -3.349 -0.487
H -2.299 -1.831 -0.544
H -2.349 -2.850 0.821
H -1.925 0.287 2.465
H -0.303 -0.477 2.873
H -0.657 1.329 2.216
H 1.520 4.106 -0.952
H 3.112 3.308 -1.725
H 0.698 1.964 -2.803
```

Mulliken population analysis, charges in e, atoms 1 to 5:
1 C 0.0949
2 C -0.5957
3 C 0.4223
4 C -1.4788
5 C -0.8767